[1]
{
  "formula": "C5H12O4",
  "method": "the ωB97M-V functional and the def2-TZVPD basis",
  "symbols": ["O", "O", "O", "O", "C", "C", "C", "C", "C", "H", "H", "H", "H", "H", "H", "H", "H", "H", "H", "H", "H"],
  "xyz": [[2.8609, -0.1804, -0.8639], [-1.5051, -1.5174, -0.4967], [1.4142, 2.0346, 0.4352], [-3.2126, -0.0810, -0.1436], [1.5202, -0.4065, -0.4976], [0.7921, 1.3386, -0.5722], [-2.5282, 0.5564, 0.9541], [-2.5714, -1.0442, -0.7855], [1.5060, -1.0162, 0.8845], [-2.0033, -0.1862, 1.5568], [2.1873, -1.8667, 0.9253], [0.9995, -1.0264, -1.2333], [1.1070, 1.6431, -1.5847], [-3.3018, 1.0367, 1.5494], [1.8220, -0.2746, 1.6184], [0.4989, -1.3551, 1.1180], [-3.1916, -1.3872, -1.6276], [2.3748, 2.0282, 0.2953], [-1.8082, 1.2784, 0.5658], [0.1335, 0.4392, -0.2859], [2.9057, -0.0136, -1.8119]],
  "e_above_lowest_kcal_mol": 89.02,
  "energy_ha": -498.55180,
  "smiles": "C[C@H](O)CO.COC=O",
  "multiplicity": 1,
  "total_charge": 0
}

[2]
{
  "formula": "C5H12OS",
  "method": "the ωB97M-V functional and the def2-TZVPD basis",
  "symbols": ["S", "O", "C", "C", "C", "C", "C", "H", "H", "H", "H", "H", "H", "H", "H", "H", "H", "H", "H"],
  "xyz": [[0.5292, 1.6118, 0.7910], [-1.5832, -1.5822, -1.3717], [0.9746, 0.2105, -0.2614], [-1.7666, -1.0294, -0.0692], [1.0018, 2.9460, -0.3178], [-0.6609, -1.3803, 0.9309], [0.7767, -1.1087, 0.4637], [1.3632, -1.0737, 1.3930], [0.2071, 3.2163, -0.9998], [-0.8836, -0.6962, 1.7602], [1.3031, 3.8088, 0.2755], [-1.7529, 0.0553, -0.2274], [-0.8130, -2.3863, 1.3337], [2.0106, 0.2879, -0.5865], [0.3677, 0.2466, -1.1763], [1.9003, 2.6724, -0.8599], [-2.7536, -1.2969, 0.3323], [-1.3746, -2.5339, -1.3219], [1.1542, -1.9679, -0.0883]],
  "e_above_lowest_kcal_mol": 10.23,
  "energy_ha": -671.11695,
  "smiles": "CSCCCCO",
  "multiplicity": 1,
  "total_charge": 0
}

[3]
{
  "formula": "C5H12OS",
  "method": "the ωB97M-V functional and the def2-TZVPD basis",
  "symbols": ["S", "O", "C", "C", "C", "C", "C", "H", "H", "H", "H", "H", "H", "H", "H", "H", "H", "H", "H"],
  "xyz": [[0.9130, -1.7654, 1.9436], [1.8284, 2.0559, 4.4053], [0.0000, 0.0000, 0.0000], [-1.1613, -0.9462, -0.3757], [-1.0192, -2.4447, 0.1549], [0.4951, -0.0734, 1.4671], [-0.7056, -2.4960, 1.6187], [-2.0255, -2.8376, -0.0869], [-0.1438, 1.0733, -0.2299], [-0.5377, -3.5519, 1.9058], [2.1491, 1.9703, 5.3316], [1.4173, 1.1850, 4.2036], [-1.5288, -2.1034, 2.2460], [1.4483, 0.4863, 1.5264], [-0.2775, -3.0629, -0.3865], [-2.0604, -0.4475, 0.0348], [-0.2349, 0.4343, 2.1264], [0.7846, -0.3873, -0.6781], [-1.2424, -0.9309, -1.4796]],
  "e_above_lowest_kcal_mol": 6.30,
  "energy_ha": -671.12320,
  "smiles": "C1CCSCC1.O",
  "multiplicity": 1,
  "total_charge": 0
}

[4]
{
  "formula": "C5H12OS",
  "method": "the ωB97M-V functional and the def2-TZVPD basis",
  "symbols": ["S", "O", "C", "C", "C", "C", "C", "H", "H", "H", "H", "H", "H", "H", "H", "H", "H", "H", "H"],
  "xyz": [[-2.2482, -0.4433, -0.2467], [1.1530, 2.3551, 1.3503], [2.0072, 1.4542, 0.5540], [-0.9022, -1.3368, 0.5836], [0.1861, -0.3557, 1.1334], [-1.9407, -0.8847, -1.9700], [1.0646, 0.3561, 0.0800], [0.8054, -0.7938, 1.9207], [-1.2686, -0.2643, -2.5647], [1.6907, -0.4597, -0.3133], [2.6700, 1.0989, 1.3331], [0.2653, 0.6179, -0.6063], [-2.8602, -0.8557, -2.5930], [2.5950, 1.9966, -0.1875], [-0.5019, -2.0181, -0.1590], [0.6766, 2.9120, 0.7097], [-1.5629, -1.9152, -2.0081], [-1.3364, -1.8465, 1.4440], [-0.4929, 0.3830, 1.5398]],
  "e_above_lowest_kcal_mol": 24.27,
  "energy_ha": -671.09457,
  "smiles": "CSCCCCO",
  "multiplicity": 1,
  "total_charge": 0
}

[5]
{
  "formula": "C5H12OS",
  "method": "the ωB97M-V functional and the def2-TZVPD basis",
  "symbols": ["S", "O", "C", "C", "C", "C", "C", "H", "H", "H", "H", "H", "H", "H", "H", "H", "H", "H", "H"],
  "xyz": [[0.9430, 1.8148, 1.3629], [-1.3927, -0.6947, -3.1127], [-1.1400, 0.0713, 0.6088], [-0.5643, -0.3971, -0.8043], [-0.0408, 0.2029, 1.6360], [-1.4293, -1.2408, -1.7114], [2.7284, 1.2980, 1.3989], [0.5092, -0.6463, -0.5726], [-0.5324, 0.3920, 2.5221], [-2.4756, -1.1836, -1.4857], [-1.6289, -1.3989, -3.8664], [2.9901, 2.3861, 1.3705], [3.2097, 0.8676, 2.3037], [0.6697, -0.6507, 1.5437], [-1.0826, -2.3169, -1.7383], [-1.5718, 1.0312, 0.4496], [-0.2012, 0.5538, -1.4515], [2.8801, 0.6107, 0.5127], [-1.8704, -0.6993, 1.0341]],
  "e_above_lowest_kcal_mol": 53.85,
  "energy_ha": -671.04743,
  "smiles": "CSCCCCO",
  "multiplicity": 1,
  "total_charge": 0
}

[6]
{
  "formula": "C5H12OS",
  "method": "the ωB97M-V functional and the def2-TZVPD basis",
  "symbols": ["S", "O", "C", "C", "C", "C", "C", "H", "H", "H", "H", "H", "H", "H", "H", "H", "H", "H", "H"],
  "xyz": [[-0.3093, -1.2810, 0.9559], [2.5206, 0.2205, 3.4365], [0.2784, 1.0296, -0.2043], [-1.3286, -1.5334, -0.5510], [-0.4469, 0.5221, 1.0586], [-0.3530, 0.6339, -1.6364], [-0.5063, -0.8958, -1.6838], [-1.4984, -2.6141, -0.7205], [0.2911, 2.1354, -0.1539], [0.4551, -1.4423, -1.6344], [1.3232, 0.6764, -0.1098], [0.3425, 1.0154, -2.4086], [-1.5185, 0.7885, 0.9809], [3.3634, -0.0233, 2.9909], [-2.3175, -1.0364, -0.5315], [-1.3526, 1.0626, -1.8425], [-0.9722, -1.1221, -2.6622], [-0.0270, 1.0658, 1.9266], [2.0561, 0.7983, 2.7895]],
  "e_above_lowest_kcal_mol": 11.91,
  "energy_ha": -671.11427,
  "smiles": "C1CCSCC1.O",
  "multiplicity": 1,
  "total_charge": 0
}

[7]
{
  "formula": "C5H12PS",
  "method": "the ωB97M-V functional and the def2-TZVPD basis",
  "symbols": ["S", "P", "C", "C", "C", "C", "C", "H", "H", "H", "H", "H", "H", "H", "H", "H", "H", "H", "H"],
  "xyz": [[2.5989, 0.7680, 1.3979], [-0.3620, -0.0820, 0.2160], [1.9603, 0.8170, -0.0017], [-1.4710, 0.8005, 1.3038], [2.2772, 1.1683, -1.3242], [-1.4946, -0.6637, -1.1945], [-0.1142, -1.7115, 1.0900], [-0.1173, -1.4110, 2.1234], [-2.0029, 1.5569, 0.6410], [-1.1903, -1.6700, -1.5420], [-2.5213, -0.6344, -0.7413], [2.2721, 2.2209, -1.4691], [-0.8184, 1.3053, 2.0378], [-2.1810, 0.1112, 1.5635], [-1.5222, -0.0219, -2.0604], [1.4735, 0.7962, -1.9862], [-0.9616, -2.2649, 0.6692], [3.2735, 0.8355, -1.5858], [0.9013, -1.9203, 0.8627]],
  "e_above_lowest_kcal_mol": 45.41,
  "energy_ha": -936.91753,
  "multiplicity": 1,
  "total_charge": 1
}

[8]
{
  "formula": "C5H12S",
  "method": "the ωB97M-V functional and the def2-TZVPD basis",
  "symbols": ["S", "C", "C", "C", "C", "C", "H", "H", "H", "H", "H", "H", "H", "H", "H", "H", "H", "H"],
  "xyz": [[1.5627, -1.4441, -0.7384], [0.7875, -2.4289, -2.1649], [-0.2579, 1.2824, 1.5730], [-1.1812, 2.2488, 0.6624], [-0.0340, -0.7342, -0.0461], [0.7605, 0.4986, 0.7393], [-0.5912, 2.1752, -0.7693], [1.4339, -3.2131, -2.7316], [-0.8150, 0.4538, 2.1419], [1.4182, 1.1310, -0.0985], [0.1731, -1.8807, -2.6901], [0.4242, 1.9548, 2.2795], [-0.4138, -1.6102, 0.7432], [-1.1177, 3.5137, 1.3887], [0.0948, -2.9453, -1.5546], [-2.6546, 1.6232, 0.5862], [1.5140, -0.0179, 1.3673], [-1.1036, -0.6070, -0.6880]],
  "e_above_lowest_kcal_mol": 183.31,
  "energy_ha": -595.58989,
  "multiplicity": 1,
  "total_charge": 0
}

[9]
{
  "formula": "C5H12S2",
  "method": "the ωB97M-V functional and the def2-TZVPD basis",
  "symbols": ["S", "S", "C", "C", "C", "C", "C", "H", "H", "H", "H", "H", "H", "H", "H", "H", "H", "H", "H"],
  "xyz": [[-0.2146, -1.1271, -1.3703], [-0.8099, -0.4022, 0.5089], [2.2409, 0.2624, -0.7847], [2.3444, 0.0574, 0.7192], [-2.4646, 0.2119, 0.0832], [1.5685, -0.8656, -1.5803], [-3.1764, 0.5672, 1.3667], [2.0791, -1.8315, -1.4636], [2.2750, 0.9925, 1.2668], [-2.4647, 0.9691, -0.7022], [-2.7958, 1.4473, 1.8992], [1.6127, -0.6580, 1.0878], [-4.2227, 0.8319, 1.2081], [3.2436, 0.3778, -1.2050], [1.7600, 1.1869, -1.1160], [-3.0285, -0.2173, 2.1104], [-3.0032, -0.6278, -0.3659], [3.2582, -0.4965, 0.9710], [1.7980, -0.6786, -2.6334]],
  "e_above_lowest_kcal_mol": 13.00,
  "energy_ha": -994.05656,
  "smiles": "CCCSSCC",
  "multiplicity": 1,
  "total_charge": 0
}

[10]
{
  "formula": "C5H12SSi",
  "method": "the ωB97M-V functional and the def2-TZVPD basis",
  "symbols": ["S", "Si", "C", "C", "C", "C", "C", "H", "H", "H", "H", "H", "H", "H", "H", "H", "H", "H", "H"],
  "xyz": [[2.4892, -0.9569, 1.2495], [-0.2477, 0.1861, -0.4011], [1.1382, -0.3749, 2.2498], [1.1667, 0.2920, 0.8039], [0.1613, 1.4140, -1.8882], [-0.1421, -1.6445, -1.1444], [-1.8960, 0.4640, 0.6929], [0.7539, -1.9697, -1.7173], [-0.2901, -2.3399, -0.3554], [-0.2645, 0.9098, -2.7721], [-0.2487, 2.3940, -1.8669], [-1.8801, -0.1706, 1.5262], [0.3362, -1.1574, 2.2823], [-2.7666, 0.5051, 0.1447], [1.2673, 0.2580, 3.1314], [-1.6453, 1.4178, 1.1693], [-0.9512, -1.7587, -1.8819], [1.7462, 1.2595, 0.7291], [1.2734, 1.2722, -1.9517]],
  "e_above_lowest_kcal_mol": 22.88,
  "energy_ha": -885.35582,
  "smiles": "C[Si](C)(C)[C@H]1CS1",
  "multiplicity": 1,
  "total_charge": 0
}

[11]
{
  "formula": "C5H12Se2",
  "method": "the ωB97M-V functional and the def2-TZVPD basis",
  "symbols": ["Se", "Se", "C", "C", "C", "C", "C", "H", "H", "H", "H", "H", "H", "H", "H", "H", "H", "H", "H"],
  "xyz": [[-0.9658, -1.7459, 1.8365], [-1.5563, -1.1494, -2.2414], [0.1947, 0.1977, -0.0178], [-1.3532, 0.3050, -1.0047], [0.4878, -1.1426, 0.5661], [0.1944, 1.3417, 1.0130], [1.3120, 0.5369, -0.9411], [0.6562, -1.8904, -0.3251], [1.3650, -1.2213, 1.1655], [-2.0621, 0.2500, -0.2287], [1.2480, 1.5224, -1.4022], [2.3057, 0.3707, -0.4378], [1.3723, -0.2160, -1.7657], [-0.3103, 2.2729, 0.7347], [1.2405, 1.2124, 1.3441], [-0.4055, 1.0388, 1.8904], [-0.7615, -0.5411, 2.6965], [-1.8284, -2.4010, -1.2794], [-1.1336, 1.2591, -1.6028]],
  "e_above_lowest_kcal_mol": 12.34,
  "energy_ha": -5000.47690,
  "smiles": "CC(C)(C[SeH])C[SeH]",
  "multiplicity": 1,
  "total_charge": 0
}

[12]
{
  "formula": "C5H12Si",
  "method": "the ωB97M-V functional and the def2-TZVPD basis",
  "symbols": ["Si", "C", "C", "C", "C", "C", "H", "H", "H", "H", "H", "H", "H", "H", "H", "H", "H", "H"],
  "xyz": [[-0.9106, 0.8802, 1.0666], [0.8469, -1.4079, -1.0380], [0.4387, -2.5632, -0.5135], [0.2508, 1.4931, -1.6704], [-0.4033, -0.4750, 2.2963], [0.0657, 1.9921, -0.1782], [-0.2061, -2.6009, 0.4151], [0.3645, -1.2336, 1.8252], [1.3427, -1.2134, -1.8896], [-0.8334, 1.3715, -2.0173], [0.5552, 2.2710, -2.2604], [1.0837, 2.0421, 0.1849], [-0.2385, 2.9888, -0.2223], [0.0142, -0.0862, 3.2452], [-1.2952, -1.1385, 2.4984], [-2.3859, 0.7112, 0.9456], [0.8279, 0.5201, -1.8112], [0.4827, -3.5515, -0.8763]],
  "e_above_lowest_kcal_mol": 134.20,
  "energy_ha": -486.96200,
  "multiplicity": 1,
  "total_charge": 0
}

- Look up the multiplicity of the fifth one.
  1

- What is the multiplicity in the tenth record?
  1

Please write out number 10 again, unchanged.
{
  "formula": "C5H12SSi",
  "method": "the ωB97M-V functional and the def2-TZVPD basis",
  "symbols": ["S", "Si", "C", "C", "C", "C", "C", "H", "H", "H", "H", "H", "H", "H", "H", "H", "H", "H", "H"],
  "xyz": [[2.4892, -0.9569, 1.2495], [-0.2477, 0.1861, -0.4011], [1.1382, -0.3749, 2.2498], [1.1667, 0.2920, 0.8039], [0.1613, 1.4140, -1.8882], [-0.1421, -1.6445, -1.1444], [-1.8960, 0.4640, 0.6929], [0.7539, -1.9697, -1.7173], [-0.2901, -2.3399, -0.3554], [-0.2645, 0.9098, -2.7721], [-0.2487, 2.3940, -1.8669], [-1.8801, -0.1706, 1.5262], [0.3362, -1.1574, 2.2823], [-2.7666, 0.5051, 0.1447], [1.2673, 0.2580, 3.1314], [-1.6453, 1.4178, 1.1693], [-0.9512, -1.7587, -1.8819], [1.7462, 1.2595, 0.7291], [1.2734, 1.2722, -1.9517]],
  "e_above_lowest_kcal_mol": 22.88,
  "energy_ha": -885.35582,
  "smiles": "C[Si](C)(C)[C@H]1CS1",
  "multiplicity": 1,
  "total_charge": 0
}